Entry 1:
Density functional theory data (wB97M-V/def2-TZVPD) for an isolated molecule of C2H2ClOP at a distorted geometry.

Last column: Mulliken charge in e.
Atoms and positions in Å:
C  1.4830  0.4197  -0.0035  0.101
C  -1.7186  0.6345  0.3300  -0.249
O  2.3194  -0.3792  -0.2238  -0.377
P  -0.2709  -0.3407  0.0259  0.179
Cl  -3.1098  -0.0720  -0.1749  -0.064
H  1.3872  1.5562  0.1848  0.310
H  -0.0903  -1.8186  -0.1385  0.099

## Properties
relative energy (zero: lowest compared OMol25 entry of this formula, charge and spin): 78.8 kcal/mol
net charge: 0
maximum force: 3.714 eV/A
HOMO energy: -8.838 eV
calculated total energy: -25960.258 eV
Kohn-Sham gap: 8.01 eV

---

Entry 2:
Density functional theory data (wB97M-V/def2-TZVPD) for a 9-piece molecular cluster, C20H51O8P overall at a distorted geometry.

Last column: Mulliken charge in e.
Atoms and positions in Å:
C  -2.1531  0.6958  -1.1849  -1.607
C  -2.0701  1.2037  0.2749  1.090
C  -3.4263  1.8799  0.6224  -1.427
C  -0.8452  2.1134  0.6147  -0.814
C  0.1124  2.4648  -0.5503  -0.841
P  1.4841  1.2122  -0.7887  -0.018
C  1.2727  0.6590  -2.5520  -0.555
C  2.1961  -0.4763  -2.9590  0.165
C  2.5383  -1.5381  -2.1514  0.130
C  3.3902  -2.5757  -2.6727  -0.490
C  3.8416  -2.5130  -3.9613  -0.688
C  3.5140  -1.4221  -4.7759  -0.620
C  2.7070  -0.4445  -4.2618  -0.666
H  -3.1700  0.2882  -1.3196  0.514
H  -1.4780  -0.1599  -1.3213  0.218
H  -2.0427  1.4743  -1.9479  0.328
H  -2.0032  0.3028  0.9054  0.270
H  -3.3391  2.4261  1.5735  0.320
H  -3.7467  2.5201  -0.2115  0.312
H  -4.1827  1.0927  0.7705  0.255
H  -1.2249  3.0610  1.0239  0.375
H  -0.2593  1.6145  1.4004  0.238
H  -0.3739  2.6927  -1.5048  0.341
H  0.6310  3.3928  -0.2571  0.495
H  2.7111  1.9198  -0.6631  0.002
H  1.3240  1.5124  -3.2423  0.313
H  0.2436  0.2706  -2.6131  0.315
H  2.1648  -1.5947  -1.1283  0.322
H  3.6356  -3.4259  -2.0359  0.363
H  4.4629  -3.3060  -4.3784  0.350
H  3.8700  -1.3849  -5.8048  0.701
H  2.4414  0.4029  -4.8995  0.303
C  3.3446  4.0633  -2.9594  -0.578
O  1.9265  4.1537  -2.8467  -0.431
H  3.6348  3.0282  -2.7922  0.204
H  3.6660  4.3691  -3.9581  0.298
H  3.8257  4.6961  -2.2094  0.273
H  1.6842  5.0719  -2.9962  0.257
C  6.2441  -0.2491  -8.0973  -0.518
O  6.5571  0.2232  -6.7922  -0.502
H  6.8105  0.3366  -8.8173  0.247
H  6.5195  -1.3026  -8.1967  0.240
H  5.1758  -0.1293  -8.2992  0.239
H  6.0497  -0.3043  -6.1677  0.301
C  -5.1425  3.7442  3.6323  -0.317
O  -3.9512  4.0316  2.9010  -0.496
H  -5.8122  3.1805  2.9875  0.013
H  -4.9039  3.1470  4.5173  0.257
H  -5.6313  4.6739  3.9331  0.279
H  -3.3681  4.5306  3.4805  0.268
C  2.8403  -3.8311  1.3642  -0.294
O  3.4338  -2.5627  1.6431  -0.533
H  2.6837  -4.3651  2.2919  0.076
H  1.8792  -3.6850  0.8653  0.265
H  3.5100  -4.4122  0.7218  0.251
H  3.5607  -2.1276  0.7947  0.269
C  -8.4157  1.5772  1.5294  -0.494
O  -7.8117  2.8380  1.8116  -0.499
H  -8.5481  1.0423  2.4660  0.152
H  -9.3904  1.7221  1.0574  0.308
H  -7.7691  0.9943  0.8695  0.245
H  -7.7004  3.2968  0.9737  0.283
C  -0.0762  -5.3378  4.0899  -0.550
O  1.1156  -5.4319  3.3161  -0.466
H  -0.6660  -4.5081  3.7077  0.222
H  -0.6573  -6.2598  4.0057  0.245
H  0.1673  -5.1519  5.1387  0.254
H  1.6271  -6.1683  3.6648  0.266
C  5.2304  -2.4264  5.2537  -0.546
O  4.4387  -3.4437  4.6579  -0.475
H  5.3985  -2.6901  6.2960  0.214
H  6.1953  -2.3477  4.7448  0.250
H  4.7116  -1.4650  5.2068  0.246
H  4.2994  -3.1954  3.7377  0.294
C  -6.5752  -0.7176  4.0885  -0.496
O  -6.3999  -0.8729  2.6850  -0.463
H  -6.9511  -1.6553  4.4910  0.241
H  -5.6214  -0.4790  4.5662  0.231
H  -7.2972  0.0773  4.2966  0.228
H  -6.0668  -0.0366  2.3449  0.251

## Properties
net charge: 0
maximum force: 1.939 eV/A
HOMO energy: -8.031 eV
calculated total energy: -47231.355 eV
Kohn-Sham gap: 8.65 eV

---

Entry 3:
Density functional theory data (wB97M-V/def2-TZVPD) for C48H48N4O2SbW as an isolated structure.

Last column: Mulliken charge in e.
Atoms and positions in Å:
W  -0.2482  1.5879  -0.0485  1.855
C  2.7320  2.2227  -1.0365  -1.381
C  2.4687  1.0870  -2.0099  -0.451
C  1.2046  1.1853  -2.8259  1.004
C  1.2868  1.0630  -4.2058  -0.928
C  0.1506  1.1544  -4.9898  -0.873
C  -1.0709  1.3655  -4.3675  -0.913
C  -1.1005  1.4525  -2.9959  -0.156
N  0.0055  1.3659  -2.2235  1.237
N  1.9098  2.1853  0.2175  0.358
C  1.8921  3.5618  0.7860  -1.550
C  0.9999  4.3957  -0.0766  0.587
C  1.1511  5.7553  -0.2635  -0.954
C  0.2517  6.4215  -1.0819  -0.525
C  -0.7693  5.7025  -1.6894  -1.146
C  -0.8572  4.3474  -1.4544  -0.089
N  0.0172  3.6995  -0.6684  0.289
C  2.5202  1.2673  1.2000  -0.497
C  1.5685  0.9802  2.3248  0.828
C  2.0142  0.5728  3.5653  -0.777
C  1.0874  0.2720  4.5526  -0.765
C  -0.2620  0.4110  4.2678  -0.823
C  -0.6380  0.8327  3.0110  -0.106
N  0.2541  1.1100  2.0445  0.846
H  2.5462  3.1772  -1.5276  0.525
H  3.7842  2.2118  -0.7398  0.578
H  2.5142  0.1163  -1.5101  -1.072
H  3.3038  1.0788  -2.7108  1.052
H  2.2545  0.9014  -4.6601  0.625
H  0.2179  1.0652  -6.0659  0.478
H  -1.9902  1.4469  -4.9298  0.585
H  -2.0397  1.5646  -2.4721  0.111
H  2.9072  3.9647  0.8309  0.701
H  1.4994  3.5209  1.8049  0.481
H  1.9628  6.2811  0.2212  0.585
H  0.3479  7.4864  -1.2472  0.483
H  -1.4898  6.1834  -2.3354  0.532
H  -1.6480  3.7563  -1.8957  0.508
H  3.4589  1.6800  1.5814  1.020
H  2.7625  0.3443  0.6762  -1.716
H  3.0767  0.4918  3.7534  0.620
H  1.4147  -0.0588  5.5292  0.513
H  -1.0195  0.1919  5.0066  0.535
H  -1.6823  0.9323  2.7513  0.121
C  -3.2390  3.9911  2.1394  -2.246
C  -2.7772  2.8290  1.3242  0.630
O  -1.5387  2.8196  1.0499  -0.625
C  -3.6726  1.8018  0.8985  1.019
C  -5.0350  1.8403  1.2847  -1.143
C  -5.9034  0.8552  0.8991  -1.207
C  -5.4323  -0.2004  0.1079  -0.747
C  -4.1131  -0.2674  -0.2918  -0.541
C  -3.2196  0.7304  0.0934  0.972
O  -1.9528  0.6384  -0.3249  1.222
H  -2.4049  4.6580  2.3364  0.370
H  -3.6579  3.6475  3.0871  0.475
H  -4.0296  4.5334  1.6186  0.481
H  -5.3950  2.6566  1.8950  0.563
H  -6.9407  0.8905  1.1995  0.455
H  -6.1164  -0.9818  -0.1980  0.544
H  -3.7484  -1.0838  -0.9002  0.386
C  4.0952  -1.4877  0.6741  -1.440
C  3.6616  -2.1279  -0.6223  1.428
C  4.6785  -2.6523  -1.4222  -0.976
C  4.4231  -3.2086  -2.6627  -0.913
C  3.1209  -3.2535  -3.1376  -1.069
C  2.0919  -2.7589  -2.3543  -0.822
C  2.3423  -2.2098  -1.0901  0.858
Sb  0.5628  -1.5125  -0.1152  -0.380
C  0.5502  -2.4087  1.8199  2.011
C  1.6848  -3.0634  2.2979  -0.745
C  1.6762  -3.6868  3.5355  -0.942
C  0.5197  -3.6728  4.3018  -1.070
C  -0.6253  -3.0691  3.8076  -0.481
C  -0.6365  -2.4421  2.5631  0.140
C  -1.9398  -1.9316  2.0185  -1.314
C  -0.8574  -2.6458  -1.2089  0.864
C  -1.5363  -2.0007  -2.2393  -0.384
C  -2.4117  -2.6897  -3.0643  -0.685
C  -2.6180  -4.0434  -2.8470  -1.082
C  -1.9325  -4.6908  -1.8310  -0.825
C  -1.0306  -4.0224  -1.0033  0.540
C  -0.2826  -4.8103  0.0381  -0.856
H  4.7762  -2.1458  1.2149  0.587
H  3.2674  -1.2668  1.3483  -0.263
H  4.6507  -0.5657  0.4802  0.547
H  5.6972  -2.6191  -1.0539  0.540
H  5.2366  -3.6084  -3.2531  0.441
H  2.9013  -3.6895  -4.1029  0.544
H  1.0795  -2.8310  -2.7302  0.669
H  2.5744  -3.1403  1.6893  0.253
H  2.5615  -4.1986  3.8885  0.483
H  0.5001  -4.1603  5.2675  0.446
H  -1.5420  -3.1072  4.3848  0.520
H  -2.6335  -1.6662  2.8173  0.655
H  -2.4229  -2.6985  1.4069  0.436
H  -1.8026  -1.0627  1.3759  -0.472
H  -1.3864  -0.9456  -2.4002  0.531
H  -2.9246  -2.1775  -3.8686  0.535
H  -3.2998  -4.6012  -3.4750  0.439
H  -2.0839  -5.7526  -1.6816  0.508
H  -0.3736  -5.8760  -0.1609  0.641
H  -0.6670  -4.6271  1.0432  0.156
H  0.7817  -4.5652  0.0399  0.004

## Properties
relative energy (zero: lowest compared OMol25 entry of this formula, charge and spin): 5.9 kcal/mol
net charge: +3
maximum force: 0.483 eV/A
2S+1: 3
HOMO energy (spin up / spin down): -15.327 / -15.609 eV
calculated total energy: -68952.729 eV
Kohn-Sham gap (spin up / spin down): 6.96 / 6.93 eV

---

Entry 4:
Density functional theory data (wB97M-V/def2-TZVPD) for an isolated molecule of C4H12N4 at a distorted geometry.

Last column: Mulliken charge in e.
Atoms and positions in Å:
C  -0.0551  -1.8669  1.3634  -0.907
C  1.6677  -0.8219  0.1036  -1.028
C  -0.5337  0.2380  0.5177  0.206
C  -0.5869  0.3879  -1.7098  -1.076
H  0.3576  -1.3421  2.2276  0.402
H  -1.0725  -2.1610  1.5248  0.324
H  0.5599  -2.7852  1.1677  0.241
H  1.9098  -1.9366  -0.0334  0.395
H  2.0863  -0.2408  -0.7308  0.313
H  2.4897  -0.4028  0.8607  0.264
H  -1.6588  1.4509  1.3916  0.318
H  -1.5787  0.0287  -1.9827  0.305
H  -0.2957  1.1425  -2.5099  0.410
H  0.1907  -0.4089  -1.9314  0.304
H  -0.6364  2.7214  -1.3746  0.268
H  -0.5587  2.9657  0.3018  0.237
N  0.2336  -0.9138  0.2141  0.040
N  -1.2322  0.4706  1.6174  -0.733
N  -0.3452  1.0952  -0.4981  0.673
N  -0.9414  2.3793  -0.5196  -0.956

## Properties
relative energy (zero: lowest compared OMol25 entry of this formula, charge and spin): 84.0 kcal/mol
net charge: 0
maximum force: 5.211 eV/A
HOMO energy: -8.376 eV
calculated total energy: -10299.630 eV
Kohn-Sham gap: 9.24 eV

---

Entry 5:
Density functional theory data (wB97M-V/def2-TZVPD) for an isolated molecule of C3H4N2O2 at a distorted geometry.

Last column: Mulliken charge in e.
Atoms and positions in Å:
C  1.0986  -0.1579  -0.0836  0.555
C  0.7037  1.1689  -0.0142  -0.683
C  -0.6680  1.1115  -0.0119  -0.295
H  2.0957  -1.7047  -0.0024  0.382
H  1.3775  2.0174  0.1959  0.325
H  -1.5238  1.8393  0.0799  0.356
H  -2.1393  -1.6710  -0.2704  0.415
N  -1.0291  -0.2039  -0.1064  0.761
N  0.0339  -0.9933  -0.0733  -0.839
O  2.3345  -0.7133  0.1170  -0.512
O  -2.2837  -0.6931  0.1693  -0.465

## Properties
relative energy (zero: lowest compared OMol25 entry of this formula, charge and spin): 98.3 kcal/mol
net charge: 0
maximum force: 4.371 eV/A
HOMO energy: -8.640 eV
calculated total energy: -10248.002 eV
Kohn-Sham gap: 9.46 eV

---

Entry 6:
Density functional theory data (wB97M-V/def2-TZVPD) for a 2-piece molecular cluster, C6H13N2 overall at a distorted geometry.

Last column: Mulliken charge in e.
Atoms and positions in Å:
C  -1.2390  1.6031  -1.1312  0.202
C  -2.2288  1.3415  -1.9995  -0.777
C  -0.6328  1.6347  1.1795  -0.344
N  -1.4424  1.2985  0.2366  0.030
H  -0.2612  2.0563  -1.3570  0.304
H  -3.1794  0.9162  -1.7032  0.275
H  -2.1003  1.5763  -3.0596  0.279
H  -0.9154  1.3584  2.1635  0.385
H  0.3049  2.1098  0.8958  0.302
H  -2.2978  0.7789  0.4366  0.335
C  1.1915  -1.6720  1.7961  -1.123
C  1.4110  -1.3591  0.3414  1.002
C  2.3388  -0.4726  -0.1023  -0.900
N  0.6059  -2.1282  -0.5321  -0.303
H  1.3184  -2.7627  1.9989  0.368
H  0.1714  -1.3772  2.1154  0.317
H  1.8864  -1.1434  2.4417  0.387
H  2.5131  -0.3343  -1.1942  0.306
H  2.9908  0.0724  0.5992  0.340
H  -0.3527  -2.0474  -0.2666  0.301
H  0.7334  -1.8482  -1.5059  0.313

## Properties
relative energy (zero: lowest compared OMol25 entry of this formula, charge and spin): 14.6 kcal/mol
net charge: +2
maximum force: 4.482 eV/A
2S+1: 2
HOMO energy (spin up / spin down): -18.458 / -18.459 eV
calculated total energy: -9392.793 eV
Kohn-Sham gap (spin up / spin down): 9.53 / 6.99 eV

---

Entry 7:
Density functional theory data (wB97M-V/def2-TZVPD) for C19H22N5O6S2W as an isolated structure at a distorted geometry.

Last column: Mulliken charge in e.
Atoms and positions in Å:
W  -0.4189  0.1702  0.6487  1.179
C  1.4226  -3.8546  0.5949  -1.779
C  1.0483  -2.4121  0.5723  1.458
N  -0.1661  -1.9694  0.5266  1.269
N  -1.2245  -2.8309  0.4875  -1.739
C  -2.3991  -2.2291  0.5007  0.743
N  -3.4627  -3.0471  0.4964  -0.404
S  -2.7534  -0.5152  0.4675  -0.709
C  2.1074  -1.3613  0.6132  0.262
C  3.4559  -1.6789  0.6455  -0.764
C  4.3914  -0.6512  0.6944  -0.535
C  3.9579  0.6665  0.6982  -0.873
C  2.5962  0.9198  0.6593  -0.204
N  1.6930  -0.0641  0.6257  -0.261
H  0.5341  -4.4661  0.7229  0.409
H  2.1156  -4.0543  1.4120  0.456
H  1.9168  -4.1373  -0.3370  0.352
H  -3.3147  -4.0401  0.5574  0.237
H  -4.3938  -2.6797  0.5684  0.219
H  3.7676  -2.7115  0.6354  0.510
H  5.4462  -0.8852  0.7271  0.457
H  4.6508  1.4933  0.7313  0.460
H  2.2066  1.9315  0.6478  0.508
O  -1.5356  4.9292  4.5032  -0.504
C  -1.2579  3.8793  3.7251  0.978
C  -0.9396  2.6128  4.2255  -0.511
C  -0.6802  1.6068  3.3227  0.157
N  -0.7136  1.8080  2.0040  0.093
C  -1.0165  3.0244  1.5206  0.451
C  -1.2976  4.0904  2.3366  -0.712
C  -0.9845  3.0397  0.0149  0.186
O  -1.2528  4.0005  -0.6525  -0.628
O  -0.5933  1.8590  -0.4330  -0.565
C  -0.3445  0.1797  3.6633  0.316
O  -0.1557  -0.1909  4.7903  -0.641
O  -0.2977  -0.5507  2.5739  -0.577
H  -1.4917  4.6963  5.4374  0.321
H  -0.8904  2.3924  5.2833  0.479
H  -1.5367  5.0555  1.9155  0.608
C  0.7730  -1.1374  -4.4380  -1.142
C  -0.2279  -1.8990  -3.5906  -0.593
S  -1.2171  -0.9746  -2.4178  0.502
O  -0.1501  -0.3852  -1.4724  -0.351
C  -1.8556  0.4143  -3.3732  -0.721
C  -0.9071  1.5776  -3.6212  -0.883
H  1.3682  -1.8510  -5.0069  0.432
H  1.4484  -0.5460  -3.8223  0.272
H  0.2781  -0.4799  -5.1502  0.245
H  0.2662  -2.6201  -2.9338  0.311
H  -0.9491  -2.4600  -4.1891  0.525
H  -2.7228  0.7261  -2.7878  0.411
H  -2.2341  -0.0393  -4.2927  0.557
H  -0.2572  1.7336  -2.7674  0.093
H  -1.4991  2.4820  -3.7492  0.352
H  -0.3024  1.4332  -4.5141  0.287

## Properties
relative energy (zero: lowest compared OMol25 entry of this formula, charge and spin): 2.6 kcal/mol
net charge: +1
maximum force: 1.031 eV/A
2S+1: 3
HOMO energy (spin up / spin down): -10.302 / -11.329 eV
calculated total energy: -63289.916 eV
Kohn-Sham gap (spin up / spin down): 6.73 / 7.58 eV

---

Entry 8:
Density functional theory data (wB97M-V/def2-TZVPD) for an isolated molecule of C3H4N2S2 at a distorted geometry.

Last column: Mulliken charge in e.
Atoms and positions in Å:
C  -0.5723  -0.4071  0.4553  0.114
C  0.4937  -0.0450  -0.5710  0.421
C  0.7907  -1.1282  -1.4658  -0.191
H  0.4262  0.7647  1.8494  0.209
H  -1.0565  0.1021  2.3238  0.209
H  1.4423  0.2259  -0.0280  0.253
H  -0.3555  2.1830  -0.5647  0.145
N  -0.4220  0.2914  1.6179  -0.352
N  1.1095  -1.9708  -2.1856  -0.352
S  -1.8274  -1.4099  0.1715  -0.287
S  -0.0286  1.3940  -1.6027  -0.170

## Properties
relative energy (zero: lowest compared OMol25 entry of this formula, charge and spin): 23.0 kcal/mol
net charge: 0
maximum force: 2.244 eV/A
HOMO energy: -9.059 eV
calculated total energy: -27825.791 eV
Kohn-Sham gap: 8.91 eV